ORCA calculation (wB97M-V/def2-TZVPD) on C31H50AsN4O10PSTa as an isolated structure.

Structure (XYZ):
```
99
C31H50AsN4O10PSTa (wB97M-V/def2-TZVPD)
C -1.2885 -1.2208 6.7056
O -1.5012 -1.1757 -0.1394
H -3.8026 -0.8484 3.0484
C 0.8797 1.7790 2.6645
H 0.2496 -2.5156 -5.2624
O 1.3849 1.0108 -1.5452
H 2.7992 -4.4339 1.1268
H 2.0083 3.5205 -4.7495
C -1.0248 2.6084 3.9170
H 1.2065 -2.6905 3.4333
N 1.4285 1.6452 -3.9882
H -2.6455 -3.1575 -3.2401
C -3.4834 -0.1433 3.8171
H 1.7625 -1.0215 3.4404
H 0.6862 2.7507 -5.6367
H -0.0744 0.3524 -4.7451
O -0.6418 -2.8559 -3.0846
C -1.0485 -0.9516 3.9349
C -1.3352 2.3370 1.5059
H -0.7815 2.7984 6.0350
C -2.3653 -0.7797 5.9443
S 1.7485 1.3783 1.1811
H 3.6686 -3.0117 0.4924
H -2.4334 -1.4638 8.5102
C 1.5905 1.7245 3.8658
O -3.2344 -2.1234 -1.1855
H -0.0485 -5.0546 0.0819
C -0.9781 -0.6858 2.5255
H -0.9881 3.9108 -0.6584
H -1.9354 2.8595 -2.5556
H 1.3815 -3.5542 -2.9210
C 3.9105 2.4853 -1.6149
H -0.9488 2.4372 -3.9476
H 2.3448 2.1455 -5.8034
O 0.0136 -0.8388 1.7851
H 4.6797 2.5316 -2.3907
O 1.2082 -1.4549 -0.6203
H -1.8868 -0.2949 2.0666
H -0.6111 -3.5528 0.8836
C 0.9981 2.0700 5.0669
C -0.0949 -1.5394 6.0620
H -0.9406 -3.8083 -0.8514
H -3.3000 -0.5423 6.4380
C 1.6222 2.5652 -5.1013
H 1.6057 -0.0652 -5.1583
H -4.3151 -0.0056 4.5045
C 2.1233 -3.7448 -2.1487
H -0.7689 -1.5271 -6.3328
H 2.4168 -2.7961 1.7333
H -1.2931 4.1465 -3.6009
O -0.9423 0.3757 -1.9891
H -0.5364 -3.2498 -6.6789
C -1.6876 -2.9596 -3.7341
H 2.0790 -2.0722 4.8391
C -0.4512 2.2230 2.7031
H -3.2974 0.8173 3.3317
H 2.3383 -4.8101 -2.0708
C -0.6434 -2.5136 -5.8809
C 1.3555 -1.8141 4.0676
H -2.0410 2.9805 3.9026
H -0.0495 5.1803 -1.4614
H 3.6320 4.6712 -3.1447
H -3.8599 -3.0644 -4.9718
H 1.9201 4.9551 -2.7872
H 0.9827 -0.3573 -3.5231
C -0.2381 -3.9884 -0.0405
C -1.0810 3.1709 -3.1581
O -1.0794 1.4892 0.4979
H 3.1261 5.0973 -1.5012
O -2.2576 3.1054 1.4421
N -1.7897 -2.8337 -5.0572
C 2.8448 4.5388 -2.3969
C -2.2740 -0.6356 4.5713
H 1.5712 2.0024 5.9830
H 3.7232 1.4469 -1.3575
Ta 0.0824 0.1203 -0.2464
H 0.7688 3.9720 -0.4459
H 4.2780 2.9950 -0.7225
C -3.0896 -2.8269 -5.7018
H -0.8066 -2.1611 8.5776
H 2.6239 1.4024 3.8410
C -0.3191 2.5149 5.0992
N 0.1145 3.2607 -2.3225
O -2.6473 -0.2391 -3.2971
H 3.0428 -3.1930 -2.3358
H -3.1185 -3.5632 -6.5059
As 1.4021 -3.1386 -0.4967
N 2.6815 3.1292 -2.0685
H -1.0252 -0.4177 8.6663
C -0.0428 4.1315 -1.1548
C -1.3994 -1.3305 8.1969
C -2.0232 -0.3237 -2.2763
H 0.7428 -1.8960 6.6502
C 0.0513 -1.4174 4.6935
C 0.9537 0.3204 -4.3709
P 1.3716 2.2406 -2.4656
C -2.3497 -1.3156 -1.1396
C 2.7152 -3.3798 0.8666
H -3.2994 -1.8385 -6.1142
```

Properties
* LUMO energy: -2.89 eV
* orbital gap: 7.4204 eV
* energy above the lowest of the compared OMol25 structures with the same formula, charge and spin: 0.00 kJ/mol
* total charge: +1
* HOMO energy: -0.3789 hartree